# 1
ORCA calculation (ωB97M-V/def2-TZVPD) on a molecular structure, C17H24N2.

Last column: Mulliken charge in e.
Cartesian coordinates (Å):
C (3.49, -4.35, 0.63)  -0.470
C (2.23, -4.75, 0.18)  -0.307
C (1.19, -3.96, -0.43)  -0.837
C (1.59, -2.62, -0.59)  1.351
C (3.01, -2.06, -0.30)  -1.177
C (3.89, -3.05, 0.42)  -0.463
H (4.87, -2.67, 0.83)  0.268
H (3.11, -1.16, -0.45)  0.775
N (0.66, -1.94, -1.31)  -0.050
C (0.92, -0.47, -1.54)  -2.214
C (0.45, 0.28, -0.43)  0.463
N (-0.82, 0.18, -0.19)  0.598
C (-0.94, -0.94, 0.27)  -0.274
C (-0.86, -2.06, -0.82)  -2.114
H (-0.95, -3.02, -0.65)  0.732
H (-1.34, -1.83, -1.57)  0.717
H (-2.06, -1.07, 0.66)  0.465
H (-0.47, -1.40, 1.31)  0.253
C (-1.57, 1.34, 0.72)  0.231
C (-2.51, 2.09, 0.14)  -0.555
H (-3.30, 1.58, -0.34)  0.483
C (-2.72, 3.14, 1.13)  -1.001
H (-3.40, 4.03, 0.63)  0.304
C (-1.24, 3.57, 1.21)  -0.655
H (-1.01, 4.49, 1.42)  0.681
C (-0.94, 3.97, -0.43)  -0.767
H (0.33, 3.89, -0.59)  0.228
H (-1.31, 4.88, -0.80)  0.424
C (-1.71, 2.78, -1.01)  -0.813
H (-1.18, 2.17, -1.63)  0.574
H (-2.57, 3.29, -1.87)  0.267
C (-0.49, 2.37, 1.38)  -1.341
H (0.44, 2.31, 1.22)  0.779
H (-0.48, 2.30, 2.60)  0.184
H (-3.00, 3.00, 2.00)  0.738
H (-2.18, 0.68, 1.57)  0.251
H (0.81, 1.50, -0.88)  -0.133
H (1.17, 0.12, 0.72)  0.364
H (1.91, -0.46, -1.87)  0.809
H (0.19, -0.46, -2.35)  0.383
H (0.39, -4.42, -0.52)  0.585
H (2.04, -6.13, 0.51)  0.067
H (4.36, -5.09, 1.02)  0.195

The energy relative to the best compared isomer or geometry (same formula, charge and spin) comes out at 1216.2 kJ/mol. The spin multiplicity is 1. The value obtained for the HOMO energy is -7.25 eV. For the HOMO-LUMO gap, the calculation gives 7.942 eV.

---

# 2
ORCA calculation (ωB97M-V/def2-TZVPD) on 3 unconnected molecules or ions with the total composition C35H27BN2O4S2.

Last column: Mulliken charge in e.
Cartesian coordinates (Å):
B (-0.40, -3.28, -6.13)  0.251
C (-1.47, -3.82, -5.10)  -0.124
C (-2.31, -4.98, -5.65)  -0.785
C (-1.77, -6.38, -5.32)  -0.640
S (-2.80, -7.19, -4.03)  -0.139
C (-1.72, -7.83, -2.81)  0.068
S (-2.17, -9.08, -1.90)  -0.191
N (-0.46, -7.21, -2.65)  0.145
C (0.74, -7.87, -2.73)  -0.085
C (1.66, -6.91, -2.55)  -0.800
N (1.08, -5.69, -2.34)  -0.305
C (-0.21, -5.90, -2.41)  -0.456
H (0.68, -3.81, -6.14)  -0.083
H (-0.66, -2.37, -6.84)  -0.063
H (-2.15, -3.00, -4.88)  0.322
H (-0.96, -4.06, -4.17)  -0.189
H (-3.31, -4.91, -5.22)  0.449
H (-2.44, -4.89, -6.73)  0.276
H (-1.92, -7.01, -6.19)  0.458
H (-0.72, -6.41, -5.07)  0.352
H (0.84, -8.92, -2.90)  0.444
H (2.72, -7.08, -2.55)  0.418
H (-0.98, -5.16, -2.31)  0.668
C (-1.69, 4.30, -2.23)  -0.437
C (-1.05, 4.56, -1.02)  -0.778
C (-0.24, 3.61, -0.45)  -0.262
C (-0.06, 2.37, -1.07)  0.166
C (-0.72, 2.10, -2.27)  0.294
C (-1.52, 3.08, -2.85)  -0.659
C (-0.59, 0.78, -2.93)  0.336
O (-1.16, 0.54, -3.98)  -0.681
C (0.25, -0.26, -2.27)  0.052
C (0.35, -1.52, -2.84)  -0.633
C (1.14, -2.50, -2.25)  -0.283
C (1.84, -2.21, -1.09)  -0.931
C (1.75, -0.95, -0.51)  -0.544
C (0.95, 0.03, -1.09)  0.437
C (0.83, 1.36, -0.44)  0.568
O (1.44, 1.61, 0.58)  -0.689
H (-2.32, 5.06, -2.69)  0.390
H (-1.19, 5.52, -0.53)  0.457
H (0.26, 3.82, 0.49)  0.549
H (-2.02, 2.87, -3.79)  0.479
H (-0.20, -1.73, -3.74)  0.523
H (1.21, -3.48, -2.69)  0.709
H (2.46, -2.97, -0.63)  0.442
H (2.29, -0.73, 0.40)  0.506
C (0.53, 7.60, 7.81)  -0.467
C (0.78, 8.16, 6.56)  -0.494
C (0.89, 7.35, 5.45)  -0.514
C (0.76, 5.97, 5.58)  0.108
C (0.53, 5.41, 6.83)  0.102
C (0.41, 6.23, 7.95)  -0.553
C (0.44, 3.93, 7.00)  0.600
O (0.23, 3.45, 8.10)  -0.664
C (0.60, 3.07, 5.80)  0.281
C (0.57, 1.69, 5.94)  -0.616
C (0.71, 0.88, 4.83)  -0.654
C (0.88, 1.44, 3.57)  -0.296
C (0.92, 2.82, 3.42)  -0.355
C (0.79, 3.64, 4.54)  -0.015
C (0.86, 5.11, 4.36)  0.579
O (1.01, 5.61, 3.26)  -0.686
H (0.44, 8.24, 8.68)  0.398
H (0.89, 9.23, 6.46)  0.396
H (1.08, 7.78, 4.47)  0.471
H (0.22, 5.79, 8.92)  0.472
H (0.44, 1.25, 6.92)  0.477
H (0.69, -0.20, 4.94)  0.407
H (0.98, 0.81, 2.70)  0.456
H (1.05, 3.25, 2.45)  0.563

As for the SMILES: O=C1c2ccccc2C(=O)c2ccccc21.O=C1c2ccccc2C(=O)c2ccccc21.BCCCSC(=S)n1ccnc1. The spin multiplicity is 1. The value obtained for the HOMO energy is -9.21 eV. For the HOMO-LUMO gap, the calculation gives 8.206 eV.

---

# 3
ORCA calculation (ωB97M-V/def2-TZVPD) on a molecular structure, C5H8O2.

Last column: Mulliken charge in e.
Cartesian coordinates (Å):
C (-1.93, -0.25, -0.11)  -1.298
C (-0.70, 0.61, 0.04)  0.324
O (-0.22, 0.69, 1.41)  -0.443
C (1.07, 0.42, 0.94)  -0.140
C (1.19, -0.95, 0.31)  -0.816
C (0.70, 0.22, -0.48)  0.453
O (1.12, 0.78, -1.68)  -0.531
H (-1.73, -1.31, 0.05)  0.262
H (-2.69, 0.07, 0.62)  0.325
H (-2.36, -0.12, -1.11)  0.340
H (-0.89, 1.64, -0.29)  0.299
H (1.93, 0.94, 1.34)  0.397
H (2.23, -1.14, 0.51)  0.337
H (0.52, -1.79, 0.51)  0.164
H (1.78, 0.19, -2.07)  0.327

The energy relative to the best compared isomer or geometry (same formula, charge and spin) comes out at 278.5 kJ/mol. The spin multiplicity is 1. The value obtained for the HOMO energy is -8.98 eV. For the HOMO-LUMO gap, the calculation gives 9.854 eV.

---

# 4
ORCA calculation (ωB97M-V/def2-TZVPD) on a gas-phase ion, C3H9N2O (charge +1).

Last column: Mulliken charge in e.
Cartesian coordinates (Å):
N (-1.57, 0.82, -1.39)  -0.279
C (-0.44, 0.05, -0.86)  -0.847
C (-0.35, 0.37, 0.63)  0.692
N (0.61, -0.22, 1.36)  -0.157
C (1.86, -0.85, 0.94)  -0.765
O (-1.33, 0.90, 1.12)  -0.649
H (-2.38, 0.41, -0.92)  0.386
H (-1.69, 0.74, -2.40)  0.347
H (-1.61, 1.80, -1.05)  0.357
H (-0.49, -1.03, -0.98)  0.366
H (0.49, 0.23, -1.42)  0.401
H (0.51, 0.00, 2.34)  0.276
H (2.08, -0.59, -0.10)  0.248
H (1.68, -1.95, 1.05)  0.309
H (2.64, -0.68, 1.68)  0.316

As for the SMILES: CNC(=O)C[NH3+]. The energy relative to the best compared isomer or geometry (same formula, charge and spin) comes out at 102.6 kJ/mol. The spin multiplicity is 1. The value obtained for the HOMO energy is -13.99 eV. As for the total charge: +1. For the HOMO-LUMO gap, the calculation gives 10.296 eV.

---

# 5
ORCA calculation (ωB97M-V/def2-TZVPD) on C3H2FNO2 in the gas phase.

Last column: Mulliken charge in e.
Cartesian coordinates (Å):
C (0.00, 0.04, -0.47)  0.715
C (1.25, 0.19, 0.17)  -0.614
C (-0.82, -0.24, 0.55)  0.390
H (-1.17, 0.10, -1.92)  0.303
H (2.14, 0.45, -0.29)  0.477
N (1.15, 0.01, 1.47)  -0.355
O (-0.23, 0.20, -1.81)  -0.522
O (-0.18, -0.28, 1.72)  -0.145
F (-2.13, -0.48, 0.59)  -0.249

As for the SMILES: Oc1cnoc1F. The energy relative to the best compared isomer or geometry (same formula, charge and spin) comes out at 151.0 kJ/mol. The spin multiplicity is 1. The value obtained for the HOMO energy is -9.50 eV. For the HOMO-LUMO gap, the calculation gives 9.976 eV.

---

What is the formula in the second record?
C35H27BN2O4S2